Record 1
Formula: C40H33Br2IN2O2PRb
Source: OMol25
Level of theory: ωB97M-V/def2-TZVPD

As for the energy above the lowest of the compared OMol25 structures with the same formula, charge and spin: 20.8 kcal per mole.

Cartesian coordinates (Å):
Rb -1.1831 0.8190 1.4820
N -3.0744 2.9768 0.6165
C -3.9661 2.7520 -0.4402
C -4.8596 3.7042 -0.8525
C -5.7546 3.4649 -1.9205
C -5.7516 2.2777 -2.5860
C -4.8548 1.2582 -2.1713
C -4.8132 -0.0152 -2.7937
C -3.9757 -0.9761 -2.3250
C -3.1699 -0.6743 -1.2025
N -3.1685 0.4862 -0.5978
C -3.9843 1.4738 -1.0882
H -3.0335 3.9518 0.8751
H -2.1310 2.6521 0.4174
H -4.8563 4.6729 -0.3653
H -6.4363 4.2513 -2.2206
H -6.4221 2.0941 -3.4172
H -5.4635 -0.2085 -3.6400
H -3.9223 -1.9584 -2.7748
H -2.5424 -1.4502 -0.7716
Br -2.3773 1.4562 4.4948
C -4.1579 0.7639 4.2905
Br -4.4538 -0.0769 2.5900
H -4.8430 1.5945 4.3649
H -4.3177 0.0284 5.0635
C 2.5966 3.3264 3.0404
C 1.6106 2.8402 1.9974
O 0.6554 2.1683 2.3876
C 1.8179 3.2005 0.5857
C 3.0136 3.8518 0.2183
C 3.2942 4.2202 -1.0750
C 2.3329 3.9378 -2.0653
C 1.1488 3.3188 -1.7544
C 0.8287 2.9202 -0.4177
O -0.2873 2.3416 -0.1696
H 2.2601 2.9761 4.0136
H 2.6583 4.4177 3.0395
H 3.6021 2.9445 2.8452
H 3.7508 4.0630 0.9844
H 4.2244 4.7145 -1.3233
H 2.5247 4.2283 -3.0931
H 0.3959 3.1269 -2.5112
I -1.5080 -2.7228 2.3762
C 0.1802 -3.9578 2.4580
C 0.1051 -4.8170 3.5151
C 1.0443 -5.8584 3.6894
C 2.0047 -6.0365 2.7519
C 2.1161 -5.1572 1.6402
C 3.1325 -5.4176 0.6883
C 3.3110 -4.6018 -0.3829
C 2.5114 -3.4503 -0.4971
C 1.5210 -3.1310 0.3943
P 0.8235 -1.4169 0.2189
C 2.3857 -0.4563 0.1766
C 2.9909 -0.2481 1.4169
C 4.2128 0.4049 1.5069
C 4.8261 0.8924 0.3597
C 4.2164 0.7192 -0.8744
C 3.0079 0.0410 -0.9659
C 0.2267 -1.4178 -1.5217
C -0.1230 -2.5966 -2.1836
C -0.6743 -2.5605 -3.4600
C -0.8785 -1.3444 -4.0999
C -0.5490 -0.1646 -3.4447
C -0.0118 -0.1986 -2.1641
C 1.2419 -4.0367 1.4821
H -0.7133 -4.7193 4.2146
H 0.9620 -6.5181 4.5441
H 2.7128 -6.8533 2.8330
H 3.7640 -6.2865 0.8375
H 4.0827 -4.8016 -1.1163
H 2.7206 -2.7586 -1.3070
H 2.5045 -0.6023 2.3207
H 4.6797 0.5423 2.4747
H 5.7687 1.4213 0.4296
H 4.6759 1.1198 -1.7696
H 2.5501 -0.0967 -1.9376
H 0.0505 -3.5550 -1.7105
H -0.9361 -3.4872 -3.9565
H -1.3029 -1.3164 -5.0963
H -0.7266 0.7940 -3.9201
H 0.1784 0.7362 -1.6506

Löwdin population analysis, charges in e, atoms 1 to 5: Rb 0.730; N 0.079; C -0.246; C -0.031; C -0.084

Record 2
Formula: C40H33F3N5O2S3Se2Ti
Source: OMol25
Level of theory: ωB97M-V/def2-TZVPD

As for the net charge: +3. As for the energy above the lowest of the compared OMol25 structures with the same formula, charge and spin: 0.0 kcal per mole.

Cartesian coordinates (Å):
Ti -0.5693 0.2912 0.4277
Se -1.6913 2.7681 -0.4355
Se -3.1763 2.8698 1.3464
C -2.1296 1.9717 2.6739
C -2.5118 2.2564 3.9797
C -1.8469 1.6527 5.0306
C -0.7924 0.7957 4.7411
C -0.4687 0.5667 3.4224
N -1.1224 1.1331 2.3799
C -2.5863 1.3231 -1.3527
C -3.3317 1.4981 -2.4966
C -3.9599 0.3707 -3.0239
C -3.8012 -0.8533 -2.3936
C -2.9940 -0.9405 -1.2672
N -2.3882 0.1395 -0.7622
H -3.3098 2.9634 4.1659
H -2.1346 1.8622 6.0521
H -0.2252 0.3048 5.5176
H 0.3462 -0.1002 3.1727
H -3.4510 2.4763 -2.9404
H -4.5760 0.4562 -3.9094
H -4.2890 -1.7407 -2.7694
H -2.8250 -1.8773 -0.7519
F 6.3086 1.3110 0.8730
C 5.5509 1.6867 1.9066
F 5.7424 2.9858 2.1245
F 5.9399 1.0071 2.9861
C 4.0903 1.3881 1.6152
C 3.1020 2.3243 1.8763
C 1.7896 1.9848 1.6045
N 1.4448 0.7944 1.1004
C 2.4052 -0.1068 0.8468
C 3.7396 0.1491 1.0946
H 3.3430 3.2956 2.2836
H 0.9845 2.6850 1.7973
H 2.0841 -1.0566 0.4346
H 4.4870 -0.6029 0.8826
C 2.3299 1.9273 -5.2525
N 1.8226 1.0040 -4.2495
N 1.1804 1.4298 -3.1210
C 0.8715 0.3381 -2.3738
O 0.2688 0.4613 -1.2266
C 1.3324 -0.7880 -3.0451
C 1.9232 -0.3306 -4.2188
C 2.5879 -1.0989 -5.3001
C 0.8901 2.8036 -2.8506
C 1.6239 3.4682 -1.8772
C 1.3562 4.8084 -1.6360
C 0.3837 5.4691 -2.3764
C -0.3347 4.7956 -3.3547
C -0.0909 3.4507 -3.5923
H 2.5810 2.8712 -4.7750
H 1.5896 2.0921 -6.0341
H 3.2311 1.4981 -5.6821
H 1.2544 -1.8080 -2.7187
H 2.4351 -2.1636 -5.1460
H 3.6621 -0.9070 -5.3037
H 2.1905 -0.8299 -6.2785
H 2.4068 2.9457 -1.3410
H 1.9290 5.3481 -0.8945
H 0.1966 6.5194 -2.2014
H -1.0764 5.3209 -3.9401
H -0.6330 2.9135 -4.3600
O -0.6178 -1.3143 0.9561
C -0.9853 -2.6302 1.6186
C -2.4831 -2.6291 1.6807
C -3.3216 -3.5903 1.1931
C -4.6921 -3.2706 1.3777
C -4.8685 -2.0676 1.9842
S -3.3763 -1.3041 2.3409
C -0.4704 -3.7087 0.7097
C -0.1507 -4.9802 1.0831
C 0.1368 -5.8196 -0.0253
C 0.0272 -5.1686 -1.2113
S -0.4293 -3.5277 -1.0024
C -0.3044 -2.6407 2.9518
C -0.8679 -2.7335 4.1934
C 0.0980 -2.7618 5.2320
C 1.3711 -2.6880 4.7599
S 1.4208 -2.6147 3.0508
H -2.9719 -4.5052 0.7389
H -5.5057 -3.9165 1.0879
H -5.7955 -1.5922 2.2586
H -0.1355 -5.3114 2.1108
H 0.4153 -6.8581 0.0616
H 0.2029 -5.5580 -2.2000
H -1.9300 -2.8115 4.3639
H -0.1447 -2.8613 6.2788
H 2.2897 -2.7085 5.3229

Löwdin population analysis, charges in e, atoms 1 to 5: Ti 0.989; Se 0.805; Se 0.844; C -0.649; C -0.079

Record 3
Formula: C40H33N3NdO8PS
Source: OMol25
Level of theory: ωB97M-V/def2-TZVPD

The spin multiplicity is 4. As for the energy above the lowest of the compared OMol25 structures with the same formula, charge and spin: 0.0 kcal per mole.

Cartesian coordinates (Å):
Nd -0.4347 -1.2122 -0.6641
O -3.8693 -4.4948 -1.3946
C -4.6453 -4.4822 -0.2871
C -5.6340 -5.4786 -0.2419
C -6.2924 -5.6777 0.9795
C -6.0793 -4.8554 2.1218
C -5.0977 -3.8763 2.0094
C -4.3096 -3.7325 0.8340
C -3.0942 -2.8879 0.7476
O -2.5948 -2.6032 -0.4334
N -2.4687 -2.5534 1.8910
N -1.3303 -1.9681 1.6311
C -0.5184 -1.5604 2.5888
C 0.8398 -1.1647 2.3664
C 1.7522 -0.9313 3.4412
C 3.1529 -0.7913 3.1177
C 3.5501 -0.7923 1.7829
C 2.5627 -0.9675 0.7663
N 1.2628 -1.1472 1.0748
H -3.3260 -3.5892 -1.2476
H -6.0056 -6.0604 -1.1114
H -6.9434 -6.5081 1.1571
H -6.6613 -4.9464 3.0575
H -4.9952 -3.1524 2.8273
H -0.8584 -1.5038 3.6530
H 1.5009 -0.7608 4.4344
H 3.8820 -0.6348 3.9295
H 4.5926 -0.8217 1.4311
H 2.8314 -0.8509 -0.2898
C 5.5417 0.3683 -4.6750
O 5.2928 -1.0073 -4.7709
C 4.1512 -1.4654 -4.2316
C 4.1270 -2.9230 -4.3273
C 3.1493 -3.5654 -3.7148
C 2.1059 -2.8491 -2.9550
C 1.0066 -3.6247 -2.4464
C 0.7942 -5.0327 -2.9455
O 0.2109 -3.2009 -1.5372
C 2.2096 -1.4214 -2.7954
O 1.3629 -0.7367 -2.0768
C 3.1614 -0.7053 -3.5822
H 6.4669 0.5186 -5.2248
H 5.7177 0.6852 -3.6684
H 4.8014 0.9826 -5.2296
H 4.9102 -3.4705 -4.8825
H 3.0823 -4.6517 -3.8355
H 0.9830 -5.1001 -3.9779
H -0.2517 -5.2442 -2.7986
H 1.4883 -5.7160 -2.4440
H 3.1000 0.4304 -3.5642
O -0.7581 1.0646 -1.6147
S -2.2519 1.1513 -1.3271
O -3.0054 1.1607 -2.5341
O -2.6276 0.1048 -0.3666
C -2.5728 2.6928 -0.5126
C -3.7652 3.3986 -0.7846
C -3.9919 4.6393 -0.1779
C -3.0272 5.2077 0.6461
C -1.8800 4.4924 0.9015
C -1.6777 3.1678 0.4839
P -0.1778 2.2521 0.8640
C -0.1107 2.6498 2.6560
C 1.1383 2.4465 3.2769
C 1.3485 2.8084 4.6216
C 0.2597 3.1380 5.4233
C -0.9673 3.3819 4.8119
C -1.1963 3.0478 3.4617
C 1.0523 3.2982 0.0943
C 1.6025 4.4187 0.7702
C 2.5582 5.2376 0.1165
C 2.9172 4.9265 -1.2234
C 2.4370 3.7813 -1.8259
C 1.5997 2.9533 -1.1861
H -4.4011 2.9355 -1.5880
H -4.9245 5.1024 -0.3019
H -3.1951 6.1908 1.0345
H -1.0576 4.9479 1.4885
H 1.8911 2.0220 2.6242
H 2.3729 2.7367 5.0014
H 0.3055 3.1552 6.4941
H -1.7654 3.9027 5.3148
H -2.1456 3.3026 3.0024
H 1.2467 4.6947 1.7565
H 2.9700 6.2006 0.4693
H 3.7335 5.4564 -1.7497
H 2.7063 3.5737 -2.9093
H 1.1790 2.0936 -1.7008

Löwdin population analysis, charges in e, atoms 1 to 5: Nd 1.950; O 0.021; C -0.287; C -0.004; C -0.080

Record 4
Formula: C40H34BClF2OP2Ta
Source: OMol25
Level of theory: ωB97M-V/def2-TZVPD

As for the net charge: +3. As for the energy above the lowest of the compared OMol25 structures with the same formula, charge and spin: 0.0 kcal per mole.

Cartesian coordinates (Å):
Ta 11.9768 11.5444 12.3739
C 16.1651 12.2137 16.2946
C 15.5240 10.9294 15.8102
C 16.0978 9.7655 16.6476
C 15.8745 10.9050 14.3243
C 17.1730 10.5865 13.8881
C 17.4207 10.5447 12.5509
C 16.3967 10.5519 11.5880
C 15.0965 10.7155 11.9767
P 13.7894 10.7314 10.6867
C 14.4997 11.8282 9.3579
C 14.6203 11.3733 8.0763
C 15.2604 12.1043 7.0964
C 15.9053 13.2890 7.4163
C 15.8135 13.7470 8.6875
C 15.1391 13.0193 9.7082
C 13.8368 9.0603 9.9326
C 14.4232 7.9150 10.5300
C 14.3955 6.7004 9.8439
C 13.6382 6.5255 8.7162
C 12.8137 7.5761 8.2750
C 12.9467 8.8432 8.8730
C 14.8655 11.0045 13.3563
O 13.4708 11.2962 13.7557
C 13.0748 11.0833 15.2408
C 11.7023 11.1026 15.5104
C 11.2894 11.1317 16.8319
C 12.2669 11.2612 17.8295
C 13.6409 11.2790 17.5483
C 14.0777 11.0259 16.1845
P 10.3519 10.9246 14.2385
C 9.4781 9.3751 14.5671
C 8.4082 9.2231 13.6737
C 7.9622 7.9460 13.3444
C 8.3405 6.8721 14.1566
C 9.2792 7.0470 15.1556
C 9.8846 8.2855 15.3635
C 9.0973 12.1610 14.6291
C 9.3949 13.5134 14.4014
C 8.5278 14.4736 14.8926
C 7.3509 14.2392 15.5263
C 7.0957 12.9101 15.8204
C 7.9546 11.8620 15.4131
H 17.1789 12.3765 15.7907
H 16.2487 12.2257 17.4140
H 15.5279 13.0966 15.9721
H 17.1641 9.9447 16.7041
H 15.9227 8.7369 16.2335
H 15.7117 9.7126 17.6618
H 18.0041 10.4632 14.5778
H 18.4447 10.6362 12.2081
H 16.5846 10.3741 10.5409
H 14.2248 10.4031 7.7909
H 15.3059 11.7017 6.1015
H 16.5266 13.8489 6.7251
H 16.1271 14.7494 8.9801
H 15.2511 13.3400 10.7678
H 14.8770 7.9378 11.5134
H 14.9143 5.8168 10.2013
H 13.5768 5.5577 8.2479
H 11.9410 7.4277 7.5838
H 12.3275 9.7018 8.5434
H 10.2250 11.0890 17.0858
H 12.0020 11.4335 18.8531
H 14.3682 11.5012 18.3907
H 8.0524 10.1583 13.2113
H 7.2604 7.8248 12.5001
H 7.8852 5.8864 13.9917
H 9.6609 6.2134 15.7463
H 10.7416 8.3155 16.0140
H 10.3313 13.7894 13.9131
H 8.8084 15.5070 14.6915
H 6.6090 15.0577 15.6699
H 6.1297 12.7222 16.3240
H 7.7048 10.7666 15.5765
Cl 10.2723 11.4558 10.2881
C 12.1285 13.3928 12.4126
H 11.9626 14.1527 11.6352
H 12.4686 14.0936 13.1840
F 8.1165 9.8938 9.6052
B 9.2939 9.8674 10.2681
F 9.9570 8.6974 10.5863

Löwdin population analysis, charges in e, atoms 1 to 5: Ta 1.352; C -0.021; C -0.454; C 0.003; C -0.076

Record 5
Formula: C40H34N2O5P2Ru
Source: OMol25
Level of theory: ωB97M-V/def2-TZVPD

The total energy is -2807.51624 Eh. As for the net charge: +2.

Cartesian coordinates (Å):
Ru 1.0847 -1.0446 1.0601
C 5.2199 0.1910 0.2741
O 5.4932 0.6560 1.6151
C 4.7508 0.4388 2.6655
C 5.3237 0.8268 3.8958
C 4.6384 0.6359 5.0533
C 3.3476 0.0462 5.0376
C 2.7249 -0.3221 3.8714
C 1.4099 -0.9455 3.9871
N 0.7174 -1.3403 2.9916
N -0.5221 -1.9061 3.2386
C -1.0740 -2.2983 2.1336
O -0.4629 -2.1819 0.9535
C -2.4166 -2.8882 2.1246
C -3.1722 -2.9379 3.2964
C -4.4424 -3.4845 3.2712
C -4.9608 -3.9873 2.0840
C -4.2082 -3.9448 0.9182
C -2.9370 -3.3958 0.9337
C 3.4080 -0.1128 2.6241
O 2.9181 -0.3686 1.4668
H 4.3639 0.7189 -0.1386
H 5.0384 -0.8805 0.2747
H 6.1241 0.4265 -0.2757
H 6.3177 1.2515 3.8762
H 5.0807 0.9138 5.9997
H 2.8419 -0.1242 5.9796
H 0.9959 -1.0951 4.9799
H -2.7571 -2.5489 4.2154
H -5.0299 -3.5248 4.1781
H -5.9522 -4.4202 2.0705
H -4.6105 -4.3500 -0.0007
H -2.3385 -3.3750 0.0323
O 1.2720 -0.8015 -0.9785
P 0.0963 -0.6457 -1.9389
C -1.2562 0.2390 -1.0893
P -0.6749 1.3893 0.1793
O 0.0449 0.6153 1.3138
C -2.1067 2.1491 0.9091
C -2.9200 2.9923 0.1489
C -4.0391 3.5658 0.7249
C -4.3444 3.3027 2.0552
C -3.5371 2.4645 2.8097
C -2.4144 1.8815 2.2419
C 0.4186 2.5683 -0.5882
C 0.0556 3.2148 -1.7708
C 0.9032 4.1574 -2.3269
C 2.1138 4.4487 -1.7115
C 2.4798 3.8017 -0.5390
C 1.6315 2.8633 0.0294
C -0.5923 -2.2020 -2.4605
C 0.2960 -3.2538 -2.6874
C -0.1869 -4.4776 -3.1188
C -1.5483 -4.6502 -3.3350
C -2.4328 -3.6023 -3.1192
C -1.9584 -2.3765 -2.6784
C 0.6233 0.3081 -3.3453
C -0.2499 0.5049 -4.4156
C 0.1582 1.2623 -5.5001
C 1.4397 1.8021 -5.5236
C 2.3119 1.5931 -4.4647
C 1.9049 0.8497 -3.3674
H -1.8725 -0.4912 -0.5523
H -1.8939 0.7596 -1.8076
H -2.6884 3.2108 -0.8864
H -4.6721 4.2189 0.1404
H -5.2180 3.7557 2.5041
H -3.7810 2.2626 3.8436
H -1.7863 1.2208 2.8238
H -0.8785 2.9868 -2.2701
H 0.6221 4.6623 -3.2409
H 2.7717 5.1901 -2.1451
H 3.4178 4.0450 -0.0570
H 1.8976 2.3737 0.9567
H 1.3578 -3.1169 -2.5218
H 0.4976 -5.2968 -3.2908
H -1.9209 -5.6064 -3.6769
H -3.4914 -3.7392 -3.2939
H -2.6609 -1.5695 -2.5088
H -1.2361 0.0530 -4.4167
H -0.5115 1.4160 -6.3350
H 1.7614 2.3805 -6.3795
H 3.3102 2.0086 -4.4954
H 2.5721 0.6839 -2.5314

Löwdin population analysis, charges in e, atoms 1 to 5: Ru 1.475; C 0.008; O 0.007; C -0.165; C 0.043